(1)
Density functional theory data (ωB97M-V/def2-TZVPD) for C3H7NS in the gas phase at a distorted geometry.

Geometry as XYZ:
```
12
Properties=species:S:1:pos:R:3:forces:R:3
C 1.40378 -1.43069 0.97778 -2.2 -1.3 0.1
C 0.34863 -1.28206 -0.15752 2.2 -2.0 1.2
C -0.28862 0.04580 -0.34289 -1.9 1.6 0.8
N -1.33824 -0.17007 -1.14264 0.7 -2.9 -0.7
S -0.08309 1.62343 0.33882 0.4 -2.5 -0.8
H 1.93111 -0.52505 0.96327 1.0 1.1 0.9
H 0.83854 -1.73509 1.93079 1.1 1.1 -1.1
H 2.03852 -2.27701 0.74790 0.3 0.0 -0.1
H 0.85518 -1.49750 -1.13352 -0.5 0.0 0.7
H -0.32853 -2.14624 0.12856 -0.1 1.4 -1.1
H -1.47984 -1.15017 -1.53503 0.1 2.2 0.7
H -1.94061 0.54842 -1.38876 -1.2 1.4 -0.6
```
Forces are in eV/Å.

Output
**Highest occupied orbital energy**: -8.356 eV
**E**: -15549.2135 eV
**Energy above the lowest of the compared OMol25 structures with the same formula, charge and spin**: 10.0 kcal/mol
**Maximum force**: 0.06252 hartree/bohr
**LUMO level**: 0.64 eV

Atomic partial charges in e from the Löwdin method, atoms 1 to 2:
1. C -0.11
2. C -0.29



(2)
Density functional theory data (ωB97M-V/def2-TZVPD) for a gas-phase ion, C21H27ClNO2 (charge +1).

Geometry as XYZ:
```
52
Properties=species:S:1:pos:R:3:forces:R:3
C -0.39989 -3.15680 -0.06192 -0.2 0.4 0.0
C -1.19916 -2.00917 -0.66990 0.1 -0.5 -0.2
O -1.29450 -0.89356 0.19874 0.3 0.3 0.3
C -0.34456 0.06940 0.21890 -0.2 0.0 0.2
C 0.87331 -0.02741 -0.44261 0.0 0.0 -0.1
C 1.81884 0.99228 -0.39689 0.0 0.0 0.0
C 3.14104 0.84450 -1.09207 -0.6 0.1 -0.2
N 4.20337 0.57264 -0.07106 0.1 0.0 0.2
C 5.60200 0.43939 -0.59206 0.6 0.1 -0.2
C 6.58585 0.48866 0.57646 -0.1 -0.1 0.1
C 6.62397 -0.95151 1.08236 0.1 0.0 -0.1
C 6.63039 -1.76692 -0.21111 0.0 -0.1 0.1
C 5.80124 -0.94766 -1.21951 0.0 -0.1 -0.1
C 1.55289 2.13402 0.34504 0.0 -0.2 -0.1
C 0.35294 2.24534 1.01452 -0.2 -0.2 0.0
C -0.61360 1.24106 0.97165 0.4 0.0 -0.2
O -1.71761 1.51552 1.68942 0.2 0.2 0.0
C -2.88784 0.71838 1.63578 -0.6 -0.4 0.2
C -3.52905 0.66952 0.27276 0.0 0.0 0.1
C -3.31349 1.68198 -0.65282 0.0 0.0 0.1
C -3.89155 1.63550 -1.90910 0.0 0.0 0.0
C -4.70582 0.57199 -2.25661 0.0 0.0 0.0
C -4.94342 -0.44191 -1.34509 0.0 -0.1 0.1
C -4.35710 -0.38868 -0.09148 0.0 0.3 -0.2
Cl -4.67461 -1.66994 1.02943 0.0 -0.2 0.1
H 0.63403 -2.87378 0.12355 0.1 0.0 0.0
H -0.84791 -3.45252 0.88281 0.0 -0.1 0.1
H -0.41695 -4.00730 -0.73697 0.0 -0.1 -0.1
H -2.23610 -2.32431 -0.81148 0.1 0.1 -0.1
H -0.79768 -1.70572 -1.64355 -0.1 0.0 0.1
H 1.09216 -0.90892 -1.02431 0.0 -0.2 -0.1
H 3.41504 1.76506 -1.61162 0.2 -0.1 0.1
H 3.12438 0.02553 -1.81117 0.2 0.0 0.1
H 4.16212 1.33781 0.61404 0.0 -0.3 -0.1
H 3.96286 -0.28988 0.43281 -0.1 0.3 0.0
H 5.75327 1.25455 -1.30194 -0.2 0.0 0.1
H 7.56883 0.76532 0.19650 0.0 0.1 -0.1
H 6.30690 1.21254 1.34155 0.0 0.1 0.0
H 5.74356 -1.17733 1.68815 0.0 0.0 0.1
H 7.50086 -1.14904 1.69260 0.0 0.0 0.1
H 6.22821 -2.76707 -0.06886 0.1 -0.1 0.0
H 7.65256 -1.87036 -0.57013 0.0 0.0 0.0
H 6.32206 -0.86514 -2.17093 -0.1 0.0 -0.1
H 4.84339 -1.42668 -1.42039 -0.1 0.0 -0.1
H 2.26272 2.94738 0.38368 0.1 0.2 0.0
H 0.12082 3.12782 1.58792 -0.1 0.1 0.1
H -3.56618 1.20780 2.34406 0.1 -0.1 -0.1
H -2.68570 -0.29513 1.99466 0.0 0.3 0.0
H -2.68780 2.51867 -0.37866 0.1 0.1 0.0
H -3.71079 2.43390 -2.61213 0.0 0.1 -0.1
H -5.16330 0.53091 -3.23269 -0.1 0.0 -0.1
H -5.58340 -1.27198 -1.59999 -0.1 -0.1 0.0
```
Forces are in eV/Å.

Output
**Highest occupied orbital energy**: -10.902 eV
**Total charge**: +1
**E**: -40316.6061 eV
**Energy above the lowest of the compared OMol25 structures with the same formula, charge and spin**: 2.9 kcal/mol
**Maximum force**: 0.01416 hartree/bohr
**LUMO level**: -2.60 eV

Atomic partial charges in e from the Löwdin method, atoms 1 to 2:
1. C -0.05
2. C -0.22



(3)
Density functional theory data (ωB97M-V/def2-TZVPD) for C23H30N4O6S in the gas phase.

Geometry as XYZ:
```
64
Properties=species:S:1:pos:R:3:forces:R:3
C -1.99098 -3.96307 0.78688 -0.2 -0.1 -0.1
O -0.80182 -3.25914 1.07616 0.3 0.2 0.0
C -0.00553 -2.88062 0.04637 0.2 0.0 -0.2
C -0.32023 -3.03513 -1.29992 -0.3 -0.1 0.2
C 0.58375 -2.61755 -2.26295 0.2 0.0 0.0
C 1.79093 -2.05123 -1.91119 0.0 0.0 0.0
C 2.10346 -1.88655 -0.56258 -0.4 -0.3 0.1
N 3.33972 -1.30371 -0.25003 0.1 -0.1 -0.3
C 3.74980 -0.75430 0.91451 0.5 0.0 0.0
O 3.13173 -0.73985 1.96027 -0.1 -0.1 0.3
C 5.13108 -0.11690 0.78024 0.1 0.2 0.1
N 5.14355 0.89163 -0.26736 0.0 -0.1 0.0
C 6.49105 1.34144 -0.55208 0.0 0.0 0.0
C 4.19376 1.99016 -0.07468 0.0 0.0 0.0
C 4.22088 2.65330 1.30686 0.1 -0.1 -0.3
C 2.81050 1.50168 -0.54700 0.1 0.4 -0.1
O 2.62664 1.26127 -1.72012 0.0 0.0 -0.2
N 1.85458 1.40341 0.41726 0.0 0.2 0.4
C 0.56799 0.87994 0.30582 -0.5 -0.1 -0.2
C -0.02649 0.58251 -0.91968 0.1 0.1 -0.1
C -1.29787 0.04082 -0.94715 0.0 0.0 0.0
C -1.98383 -0.17009 0.23388 -0.7 -0.3 -0.1
S -3.64032 -0.81947 0.20232 0.0 0.6 -0.1
O -3.83491 -1.57554 -1.00805 0.2 0.2 -0.1
O -3.94528 -1.46204 1.44631 0.1 0.1 0.3
N -4.54797 0.60689 0.16634 0.6 -0.7 0.2
C -5.90678 0.43091 0.64847 -0.5 0.0 0.3
C -6.56206 1.80700 0.75328 0.1 -0.3 0.1
O -6.55826 2.46352 -0.49393 -0.2 0.0 -0.1
C -5.24804 2.61718 -0.98086 0.4 -0.1 -0.1
C -4.53575 1.26883 -1.12180 -0.1 0.4 -0.4
C -1.41054 0.12914 1.45501 0.1 0.0 0.1
C -0.13323 0.64813 1.49211 -0.1 0.0 -0.1
C 1.21318 -2.30520 0.41086 -0.1 -0.1 0.2
H -2.67909 -3.37084 0.17953 0.1 -0.2 0.0
H -2.45515 -4.15692 1.75157 0.0 0.0 -0.1
H -1.77181 -4.91103 0.28425 0.0 0.0 0.0
H -1.26230 -3.46026 -1.60357 -0.1 -0.1 0.0
H 0.33570 -2.73873 -3.30672 0.0 0.0 -0.1
H 2.48474 -1.71806 -2.66778 0.1 0.1 -0.1
H 3.91968 -1.09687 -1.05445 0.0 0.1 0.2
H 5.43854 0.26856 1.76467 -0.1 -0.1 -0.1
H 5.84030 -0.89999 0.49403 0.0 0.1 0.1
H 7.09503 0.47878 -0.83113 0.1 0.0 0.0
H 6.46821 2.02951 -1.39492 0.1 0.0 0.0
H 6.97524 1.83834 0.30061 0.0 0.0 0.0
H 4.46947 2.74587 -0.82065 -0.1 -0.1 0.1
H 3.98428 1.95381 2.10591 0.0 0.0 0.1
H 5.21585 3.05244 1.49548 0.0 0.0 0.1
H 3.51704 3.48181 1.33371 0.0 0.1 0.1
H 2.15621 1.52152 1.37512 0.1 0.0 -0.2
H 0.51847 0.74988 -1.83276 0.0 0.0 0.0
H -1.75858 -0.24088 -1.88065 0.0 0.0 -0.2
H -5.84840 -0.05927 1.61930 -0.2 0.1 0.0
H -6.48447 -0.19970 -0.04291 0.0 0.0 0.1
H -7.60858 1.71513 1.04670 0.1 0.0 0.1
H -6.01970 2.41153 1.49512 -0.1 0.0 0.0
H -5.33781 3.10720 -1.95158 0.1 0.0 0.1
H -4.66751 3.25510 -0.29692 0.0 0.0 -0.1
H -3.49748 1.42226 -1.41801 -0.1 0.1 -0.1
H -5.04082 0.65164 -1.87855 0.1 0.1 0.0
H -1.96862 -0.07381 2.35414 0.0 0.0 0.2
H 0.34013 0.85577 2.44012 0.1 0.0 0.1
H 1.43871 -2.19021 1.45676 0.0 0.0 0.1
```
Forces are in eV/Å.

Output
**Highest occupied orbital energy**: -8.175 eV
**E**: -53418.6741 eV
**Energy above the lowest of the compared OMol25 structures with the same formula, charge and spin**: 27.3 kcal/mol
**Maximum force**: 0.01898 hartree/bohr
**LUMO level**: 0.54 eV

Atomic partial charges in e from the Löwdin method, atoms 1 to 2:
1. C -0.08
2. O -0.07



(4)
Density functional theory data (ωB97M-V/def2-TZVPD) for 2 unconnected molecules or ions with the total composition C7H6N4 at a distorted geometry.

Geometry as XYZ:
```
17
Properties=species:S:1:pos:R:3:forces:R:3
C 0.37210 -2.65813 0.64366 0.0 -2.0 -1.1
C 0.21129 -1.49679 0.74263 0.2 0.9 1.4
N -0.11440 -0.29045 1.17062 -3.2 2.2 -1.2
N -1.37942 0.22201 0.80071 1.5 0.0 1.0
C -1.25066 1.49369 1.14380 1.4 -2.2 0.2
C 0.00921 1.75258 1.66943 1.0 -1.1 -0.1
N 0.69789 0.60915 1.61409 1.2 1.4 1.1
H 0.36913 -3.55238 0.09889 0.4 -0.9 0.0
H -1.97680 2.18359 1.01979 -2.5 1.8 -0.5
H 0.44552 2.66452 2.05562 -0.1 -0.2 -0.1
C 1.67760 0.57562 -1.40088 2.4 1.0 0.4
C 0.46879 0.23923 -1.72290 1.4 0.2 0.0
C -0.41992 -0.62971 -1.95190 -0.3 1.5 0.2
N -1.35464 -1.34631 -1.90956 -0.9 -3.0 -2.2
H 1.85181 1.22756 -0.52415 -0.1 0.0 -0.7
H 2.64473 0.29281 -1.91948 -1.3 -0.1 0.4
H -2.25224 -1.28697 -1.53038 -1.0 0.5 1.2
```
Forces are in eV/Å.

Output
**Highest occupied orbital energy**: -8.123 eV
**E**: -13309.1742 eV
**Energy above the lowest of the compared OMol25 structures with the same formula, charge and spin**: 159.6 kcal/mol
**Maximum force**: 0.07975 hartree/bohr
**LUMO level**: 0.22 eV

Atomic partial charges in e from the Löwdin method, atoms 1 to 2:
1. C 0.16
2. C -0.17



What is the formula in the first record? C3H7NS



Number 2 is which compound? C21H27ClNO2



Which value of maximum force does entry 3 give? 0.01898 hartree/bohr



Which of these has the highest E? C7H6N4